# C24H22Cl2N7O3PdSe

A structure of composition C24H22Cl2N7O3PdSe in a non-equilibrium geometry (ωB97M-V with the def2-TZVPD basis set, OMol25).

Geometry as XYZ:
```
60
Properties=species:S:1:pos:R:3
Pd 0.453 0.406 0.872
Cl -1.623 1.610 2.158
C -0.966 1.498 3.765
C -1.564 2.133 4.813
C -1.007 2.011 6.093
C 0.143 1.256 6.316
C 0.758 0.618 5.267
Cl 2.175 -0.316 5.487
C 0.231 0.723 3.942
N 0.790 0.173 2.896
H -2.458 2.720 4.650
H -1.480 2.519 6.923
H 0.562 1.164 7.309
C -0.758 -4.392 -3.408
C -2.034 -3.595 -3.150
C -1.888 -2.140 -3.588
C -2.507 -3.692 -1.699
N -1.652 -2.959 -0.757
C -1.806 -1.736 -0.272
N -0.777 -1.468 0.491
N 0.035 -2.559 0.438
N -0.484 -3.458 -0.313
H -0.489 -4.328 -4.463
H -0.887 -5.446 -3.155
H 0.082 -4.006 -2.825
H -2.844 -4.051 -3.725
H -1.054 -1.650 -3.077
H -2.797 -1.561 -3.391
H -1.689 -2.086 -4.658
H -2.546 -4.725 -1.360
H -3.499 -3.256 -1.603
H -2.639 -1.082 -0.473
O -2.980 2.325 -1.197
C -2.261 3.440 -1.524
C -2.896 4.555 -2.062
C -2.179 5.702 -2.353
C -0.815 5.761 -2.097
C -0.188 4.657 -1.553
C -0.886 3.483 -1.279
C -0.130 2.341 -0.707
O 0.845 2.562 0.068
O -0.487 1.139 -0.941
H -3.905 2.499 -1.400
H -3.965 4.516 -2.249
H -2.691 6.554 -2.779
H -0.253 6.660 -2.316
H 0.873 4.682 -1.330
Se 3.123 1.214 -1.174
N 2.402 0.021 -0.058
C 3.335 -0.876 0.244
C 3.182 -1.983 1.134
C 4.248 -2.794 1.330
C 5.510 -2.578 0.676
C 5.700 -1.541 -0.168
C 4.607 -0.649 -0.409
N 4.675 0.412 -1.191
H 2.234 -2.159 1.615
H 4.153 -3.637 2.004
H 6.323 -3.265 0.872
H 6.647 -1.365 -0.661
```

Values from the calculation:
**HOMO energy (spin up / spin down)**: -11.1 / -11.1 eV
**Energy relative to the best compared isomer or geometry (same formula, charge and spin)**: 24.14 kJ/mol
**Multiplicity**: 5
**Gap between HOMO and LUMO (spin up / spin down)**: 7.878 / 6.230 eV
**Net charge**: +1

natural (NBO) atomic charge list, values in e, 5 entries: atom 1 (Pd): 1.231, atom 2 (Cl): 0.088, atom 3 (C): -0.016, atom 4 (C): -0.237, atom 5 (C): -0.117

=====

# C10H16

A cluster of 2 separate species, C10H16 in total in a non-equilibrium geometry (ωB97M-V with the def2-TZVPD basis set, OMol25).

Geometry as XYZ:
```
26
Properties=species:S:1:pos:R:3
C -2.264 -1.694 0.744
C -1.244 -0.522 0.938
C -0.477 -0.410 -0.304
C -0.998 0.239 -1.480
C -0.464 0.162 -2.774
C 0.522 -0.738 -2.987
C 1.025 -1.433 -1.837
C 0.628 -1.235 -0.538
H -3.281 -1.514 0.374
H -2.378 -2.092 1.770
H -1.841 -2.501 0.175
H -1.889 0.330 1.299
H -0.676 -0.572 1.911
H -1.989 0.776 -1.330
H -0.704 0.779 -3.692
H 0.954 -1.021 -3.975
H 1.883 -2.224 -2.098
H 1.324 -1.661 0.195
C 1.318 1.522 2.333
C 1.675 2.197 1.119
H 1.622 2.294 3.119
H 0.212 1.177 2.476
H 2.003 0.631 2.529
H 1.192 1.851 0.171
H 2.684 2.399 0.839
H 1.165 3.261 1.023
```

Values from the calculation:
**SMILES**: CCc1ccccc1.CC
**HOMO energy**: -8.8 eV
**Energy relative to the best compared isomer or geometry (same formula, charge and spin)**: 224.74 kJ/mol
**Gap between HOMO and LUMO**: 9.713 eV

natural (NBO) atomic charge list, values in e, 5 entries: atom 1 (C): -0.602, atom 2 (C): -0.448, atom 3 (C): -0.010, atom 4 (C): -0.222, atom 5 (C): -0.210

=====

Q: Which of these has the lowest energy relative to the best compared isomer or geometry (same formula, charge and spin)?
A: C24H22Cl2N7O3PdSe